1.
{"formula": "C15H37N3O8PS2", "method": "the ωB97M-V functional and the def2-TZVPD basis", "spin_multiplicity": 1, "total_charge": -1, "lumo_ev": 2.5, "symbols": ["O", "C", "O", "C", "C", "S", "O", "O", "N", "S", "O", "O", "P", "O", "O", "H", "H", "H", "H", "H", "H", "H", "C", "C", "N", "C", "C", "C", "C", "H", "H", "H", "H", "H", "H", "H", "H", "H", "H", "H", "H", "H", "H", "H", "C", "C", "N", "C", "C", "C", "C", "H", "H", "H", "H", "H", "H", "H", "H", "H", "H", "H", "H", "H", "H", "H"], "coordinates": [[0.4386, 0.8832, 0.4890], [0.1772, -0.2248, 0.8839], [-0.7078, -1.0258, 0.2632], [0.7593, -0.7965, 2.1529], [0.0767, -2.0093, 2.7655], [0.1640, -3.6184, 1.9391], [0.7570, -4.5095, 2.9085], [-1.1829, -3.9286, 1.5198], [1.0346, -3.4549, 0.6127], [2.5831, -3.0644, 0.6120], [3.1808, -2.9841, 1.9352], [2.8069, -1.9128, -0.2494], [3.4515, -4.8379, -0.4024], [2.0809, -5.2458, -1.2022], [4.2242, -4.1388, -1.6470], [-1.3363, -0.4557, -0.2038], [1.8307, -0.9552, 2.0238], [0.6600, 0.0273, 2.8658], [0.4874, -2.1816, 3.7586], [-0.9904, -1.8123, 2.8703], [1.3100, -5.1342, -0.6157], [3.5909, -3.8118, -2.3014], [5.1452, 0.3462, 0.1934], [4.0112, 1.3028, 0.5176], [4.4634, 2.6356, 0.9077], [3.4140, 3.4584, 1.4803], [2.2307, 3.8561, 0.5891], [5.3396, 3.2952, -0.0400], [4.8215, 3.5128, -1.4699], [5.8475, 0.2756, 1.0271], [4.7182, -0.6385, 0.0087], [5.6994, 0.6428, -0.7005], [3.4464, 0.8967, 1.3600], [3.3108, 1.3213, -0.3290], [3.8815, 4.3643, 1.8824], [3.0193, 2.9150, 2.3448], [2.5044, 4.6273, -0.1329], [1.4274, 4.2606, 1.2096], [1.8236, 2.9998, 0.0548], [6.2636, 2.7145, -0.1006], [5.6290, 4.2587, 0.3917], [4.3217, 2.6223, -1.8525], [5.6594, 3.7331, -2.1361], [4.1239, 4.3473, -1.5354], [-4.3894, -2.0592, -2.3893], [-5.0714, -1.4761, -1.1615], [-4.5694, -0.1607, -0.8005], [-4.9884, 0.2768, 0.5197], [-6.4820, 0.5351, 0.7567], [-4.6102, 0.8447, -1.8485], [-5.9737, 1.1805, -2.4694], [-3.3074, -2.0807, -2.2546], [-4.7327, -3.0822, -2.5473], [-4.6162, -1.4949, -3.2953], [-4.8757, -2.1350, -0.3119], [-6.1625, -1.4884, -1.3205], [-4.4256, 1.1814, 0.7675], [-4.6539, -0.4862, 1.2287], [-6.8187, 1.4612, 0.2916], [-6.6700, 0.6222, 1.8287], [-7.0991, -0.2822, 0.3811], [-3.9423, 0.5214, -2.6500], [-4.1568, 1.7550, -1.4477], [-6.5518, 0.2797, -2.6817], [-5.8265, 1.7063, -3.4151], [-6.5745, 1.8250, -1.8290]], "forces_ev_per_a": [[-0.123, 0.179, 0.014], [0.104, -0.158, -0.102], [-0.406, 0.160, 0.516], [0.053, -0.050, 0.002], [-0.169, 0.225, 0.056], [-0.057, -0.109, 0.047], [0.008, -0.051, 0.012], [0.000, -0.029, -0.043], [0.069, 0.167, 0.112], [0.097, -0.165, -0.034], [-0.009, 0.090, -0.011], [-0.168, -0.046, -0.081], [-0.051, 0.002, -0.101], [0.139, -0.395, 0.092], [0.119, -0.229, -0.048], [0.215, -0.063, -0.398], [-0.046, 0.024, -0.079], [0.112, -0.016, 0.028], [0.079, -0.062, -0.039], [-0.021, -0.111, -0.026], [-0.094, 0.340, -0.053], [-0.025, 0.291, 0.097], [0.018, -0.043, 0.009], [0.031, -0.006, -0.037], [-0.019, -0.014, 0.002], [-0.037, 0.033, 0.108], [0.021, 0.080, -0.020], [0.105, 0.030, -0.036], [0.044, 0.059, -0.013], [0.006, 0.039, -0.008], [0.045, 0.010, 0.011], [-0.013, 0.024, 0.005], [-0.038, 0.027, -0.009], [-0.026, -0.009, 0.018], [0.019, -0.006, -0.023], [0.001, -0.051, -0.039], [0.011, -0.034, -0.007], [0.000, -0.002, 0.004], [-0.017, -0.041, 0.020], [-0.032, -0.037, 0.004], [-0.046, 0.008, 0.004], [0.011, -0.014, 0.006], [-0.001, 0.003, 0.005], [-0.044, -0.046, 0.009], [0.008, -0.010, 0.007], [0.014, -0.040, -0.039], [0.027, 0.040, 0.027], [0.081, -0.007, 0.113], [0.010, 0.034, 0.032], [0.046, 0.037, -0.095], [0.020, 0.055, -0.006], [0.000, 0.010, 0.001], [0.013, -0.004, 0.009], [-0.007, 0.004, 0.001], [-0.015, 0.021, 0.020], [0.003, 0.012, -0.001], [-0.007, 0.011, -0.032], [-0.008, -0.032, -0.035], [-0.008, -0.025, -0.035], [0.001, 0.001, 0.000], [0.007, -0.007, -0.003], [-0.008, -0.047, 0.013], [-0.032, -0.002, 0.038], [0.015, -0.010, -0.010], [0.001, 0.003, 0.003], [-0.024, -0.051, 0.022]]}



2.
{"formula": "C15H37NO4P", "method": "the ωB97M-V functional and the def2-TZVPD basis", "spin_multiplicity": 1, "total_charge": 1, "lumo_ev": -2.4, "symbols": ["C", "N", "C", "C", "O", "C", "P", "C", "C", "C", "O", "H", "H", "H", "H", "H", "H", "H", "H", "H", "H", "H", "H", "H", "H", "H", "H", "H", "C", "C", "O", "C", "C", "H", "H", "H", "H", "H", "H", "H", "H", "H", "H", "C", "C", "O", "C", "C", "H", "H", "H", "H", "H", "H", "H", "H", "H", "H"], "coordinates": [[4.0329, -3.8721, 0.8050], [3.5661, -2.6039, 1.3440], [4.1093, -1.4790, 0.5683], [2.2116, -2.6094, 1.5774], [1.6226, -3.6142, 1.7044], [1.4345, -1.3104, 1.8068], [0.5640, -0.5730, 0.3838], [1.3141, -0.8318, -1.2290], [-1.1902, -1.0410, 0.2571], [-1.5365, -2.3835, 0.8358], [-0.8215, -3.3681, 0.1569], [4.1174, -4.6309, 1.5624], [3.3749, -4.2634, 0.0356], [5.0115, -3.7481, 0.3775], [3.6972, -0.5291, 0.8699], [3.9732, -1.6607, -0.4868], [5.1735, -1.4240, 0.7347], [0.7129, -1.4976, 2.5850], [2.1271, -0.5763, 2.1973], [0.5829, 0.8129, 0.6024], [2.2622, -0.3186, -1.2377], [1.5074, -1.8713, -1.4474], [0.7117, -0.3538, -1.9856], [-1.4565, -1.0450, -0.7924], [-1.7624, -0.2720, 0.7566], [-2.5996, -2.5282, 0.6705], [-1.4061, -2.3964, 1.9142], [-1.2581, -4.2223, 0.2392], [-1.4036, 3.1213, 4.3519], [-0.0688, 2.6346, 3.8178], [0.2233, 3.0780, 2.5006], [0.2946, 4.4873, 2.3177], [1.3584, 5.1649, 3.1618], [-2.2161, 2.8144, 3.6912], [-1.5851, 2.7072, 5.3437], [-1.4385, 4.2073, 4.4343], [-0.0795, 1.5428, 3.7666], [0.7448, 2.9049, 4.4983], [-0.6864, 4.9415, 2.4868], [0.5258, 4.6354, 1.2627], [1.1651, 5.0569, 4.2297], [1.3922, 6.2306, 2.9378], [2.3401, 4.7342, 2.9591], [-3.6755, 1.3163, -4.2573], [-2.3520, 0.9100, -4.8799], [-1.5613, 0.0642, -4.0541], [-2.1404, -1.1752, -3.6919], [-2.4868, -2.0749, -4.8638], [-3.5112, 1.8156, -3.3007], [-4.2071, 1.9991, -4.9194], [-4.3245, 0.4585, -4.0756], [-1.7464, 1.7992, -5.0530], [-2.5072, 0.4454, -5.8582], [-3.0174, -1.0113, -3.0525], [-1.3912, -1.6752, -3.0707], [-3.2414, -1.6279, -5.5107], [-2.8782, -3.0276, -4.5061], [-1.6021, -2.2661, -5.4719]], "forces_ev_per_a": [[0.260, -0.526, 0.147], [-0.312, 1.183, -1.052], [0.360, -0.420, 0.553], [1.035, 1.669, 0.008], [-1.895, -3.115, 0.428], [0.848, 0.601, -0.390], [-0.261, -0.168, -0.312], [0.553, 0.284, 0.541], [0.377, 0.068, 0.321], [-0.831, -0.220, 0.053], [0.458, -0.144, -0.404], [-0.117, -0.197, 0.423], [-0.243, 0.052, -0.166], [0.425, 0.230, -0.101], [-0.193, 0.239, 0.024], [-0.169, 0.133, -0.497], [0.348, 0.037, 0.138], [-0.376, -0.195, 0.176], [-0.042, 0.535, 0.030], [0.015, -0.105, 0.030], [0.421, 0.198, 0.010], [-0.279, -0.379, -0.010], [-0.495, -0.018, -0.261], [0.091, 0.208, -0.336], [-0.193, 0.292, 0.153], [-0.371, 0.092, 0.032], [0.358, -0.148, 0.312], [0.144, 0.035, 0.113], [-0.028, 0.067, -0.093], [-0.027, 0.060, 0.130], [0.040, -0.328, -0.224], [0.021, 0.216, -0.008], [0.018, -0.150, 0.115], [-0.003, -0.019, 0.017], [0.010, -0.018, -0.006], [0.033, -0.004, 0.072], [0.037, 0.002, -0.085], [-0.026, 0.041, 0.018], [0.005, -0.012, 0.067], [-0.021, -0.121, -0.019], [-0.042, 0.077, -0.003], [-0.005, -0.004, -0.031], [0.004, 0.031, -0.031], [0.016, -0.136, 0.131], [-0.132, 0.097, -0.123], [0.270, 0.035, 0.199], [-0.089, -0.075, 0.053], [0.004, 0.086, -0.106], [0.003, 0.043, -0.025], [0.021, 0.016, -0.004], [-0.036, 0.013, -0.081], [0.097, -0.057, 0.055], [-0.045, -0.046, 0.025], [-0.062, -0.027, -0.068], [0.050, 0.033, -0.029], [-0.059, -0.024, 0.047], [0.018, 0.003, 0.020], [0.011, -0.021, 0.024]]}



3.
{"formula": "C15H38BBrNO10P2", "method": "the ωB97M-V functional and the def2-TZVPD basis", "spin_multiplicity": 1, "total_charge": -1, "lumo_ev": 1.1, "symbols": ["C", "C", "C", "C", "N", "C", "C", "O", "B", "C", "Br", "C", "C", "O", "H", "H", "H", "H", "H", "H", "H", "H", "H", "H", "H", "H", "H", "H", "H", "H", "H", "H", "H", "H", "C", "O", "P", "O", "O", "C", "O", "C", "H", "H", "H", "H", "H", "H", "H", "H", "H", "C", "O", "P", "O", "O", "C", "O", "C", "H", "H", "H", "H", "H", "H", "H", "H", "H"], "coordinates": [[1.8032, -0.2706, 0.9755], [1.5271, 1.1355, 0.4084], [0.1493, 1.6477, 0.8584], [-0.9581, 1.4758, -0.1804], [-1.0944, 0.1203, -0.6827], [-1.7171, 0.0156, -1.9722], [-1.3321, -1.3667, -2.6548], [-0.5630, -1.0784, -3.8085], [-0.0685, 0.2939, -3.4840], [0.4370, 1.2599, -4.6853], [-0.7700, 1.2902, -6.2417], [1.8971, 1.0382, -5.1281], [2.6403, 2.3913, -5.2497], [-1.3454, 0.8955, -2.9868], [2.2165, -0.2136, 1.9827], [0.8865, -0.8570, 1.0530], [2.4668, -0.8174, 0.3035], [1.5589, 1.1150, -0.6810], [2.3072, 1.8017, 0.7767], [0.2586, 2.7239, 1.0161], [-0.1388, 1.2541, 1.8359], [-0.8278, 2.2322, -0.9589], [-1.9004, 1.7285, 0.3260], [-0.2371, -0.4035, -0.6363], [-2.8143, 0.0000, -1.9397], [-0.6315, -2.0008, -2.0755], [-2.1816, -2.0371, -2.8369], [0.7518, 0.1041, -2.5765], [0.4044, 2.2706, -4.2809], [2.4282, 0.4339, -4.3948], [1.9238, 0.5660, -6.1085], [3.1099, 2.6636, -4.3039], [3.4023, 2.3656, -6.0311], [1.9278, 3.1762, -5.5049], [4.0493, 5.9753, 3.3809], [3.2666, 5.3475, 4.4121], [2.7722, 3.8097, 4.1132], [1.9214, 3.9226, 2.9186], [1.9377, 3.7469, 5.5135], [2.1184, 4.6501, 6.6024], [3.0602, 2.1980, 4.1770], [4.0367, 1.7101, 5.1128], [4.4622, 6.8937, 3.7929], [4.8706, 5.3351, 3.0618], [3.4180, 6.2141, 2.5269], [1.5170, 5.5467, 6.4526], [3.1620, 4.9266, 6.7349], [1.7755, 4.1463, 7.5054], [3.6532, 1.7846, 6.1329], [4.9753, 2.2608, 5.0336], [4.2266, 0.6658, 4.8802], [-6.2998, -6.8112, -0.3730], [-5.4174, -5.6848, -0.2657], [-3.8277, -6.0221, -0.0390], [-3.7890, -6.7488, 1.2458], [-3.3993, -4.4697, 0.0673], [-4.2208, -3.3719, -0.3499], [-2.4081, -6.4470, -0.7260], [-2.1817, -6.0755, -2.1032], [-7.2660, -6.4428, -0.7119], [-5.9303, -7.5375, -1.0964], [-6.4163, -7.2889, 0.5987], [-4.9001, -3.0841, 0.4520], [-4.7861, -3.6124, -1.2468], [-3.5663, -2.5304, -0.5714], [-2.0190, -4.9993, -2.1833], [-3.0208, -6.3669, -2.7365], [-1.2911, -6.5951, -2.4455]], "forces_ev_per_a": [[-0.091, 0.070, -0.491], [-0.395, -0.576, 0.621], [0.305, 0.790, -0.282], [-0.372, 0.007, 0.807], [-0.347, 0.339, 0.284], [-0.423, -1.966, -1.815], [1.472, -0.789, 0.157], [-0.612, 0.130, -0.222], [-1.298, -0.258, -0.702], [1.101, -0.663, 0.680], [0.072, 0.073, 0.043], [-0.116, 0.996, -0.437], [-0.119, -0.294, -0.125], [0.658, 0.792, 1.288], [0.147, -0.026, -0.007], [-0.060, 0.007, -0.032], [0.225, -0.098, 0.248], [0.063, 0.033, -0.048], [0.009, 0.131, -0.112], [-0.184, 0.036, 0.091], [0.081, -0.292, -0.042], [0.166, -0.282, -0.310], [-0.045, 0.163, -0.104], [0.185, 0.153, -0.342], [-0.030, 0.528, 0.628], [-0.369, 0.323, 0.841], [-0.244, 0.362, -0.450], [0.469, 0.638, -0.151], [-0.381, 0.072, -0.056], [-0.151, -0.301, -0.054], [0.014, -0.350, 0.119], [0.024, 0.062, 0.019], [0.141, 0.042, 0.087], [0.037, 0.067, -0.111], [-0.005, 0.253, -0.151], [2.379, -1.576, -0.268], [-6.217, 0.056, 0.665], [0.925, 0.002, -0.407], [0.817, 0.219, 0.311], [-0.294, -0.070, 0.009], [2.675, 1.315, -0.224], [-0.169, -0.100, 0.168], [-0.045, -0.048, 0.110], [0.019, 0.033, -0.046], [-0.049, -0.128, 0.004], [0.076, 0.070, -0.013], [0.000, 0.052, 0.002], [-0.060, -0.083, -0.070], [-0.020, 0.045, -0.030], [0.033, -0.060, 0.006], [-0.073, 0.014, -0.087], [-0.226, -0.058, 0.113], [0.898, -1.344, -2.222], [1.797, 2.736, 4.978], [-0.240, -0.642, -0.650], [-0.534, -0.087, -0.740], [0.151, 0.283, 0.127], [-2.126, -0.904, -1.832], [0.176, 0.285, 0.033], [0.064, 0.102, -0.020], [-0.044, -0.044, 0.006], [0.128, -0.002, 0.011], [-0.074, -0.074, -0.022], [-0.047, -0.001, 0.016], [0.144, -0.092, 0.082], [-0.028, -0.008, 0.042], [0.029, -0.022, -0.030], [0.006, -0.042, 0.109]]}



4.
{"formula": "C15H38Cl2P2Tc", "method": "the ωB97M-V functional and the def2-TZVPD basis", "relative_energy_kcal_mol": 8.0, "spin_multiplicity": 4, "lumo_ev": [-0.2, -1.1], "symbols": ["Tc", "Cl", "Cl", "H", "H", "P", "C", "C", "C", "C", "H", "C", "H", "H", "H", "H", "H", "H", "H", "C", "C", "H", "H", "H", "H", "H", "H", "C", "H", "C", "H", "H", "H", "H", "H", "H", "C", "C", "P", "C", "C", "C", "C", "H", "H", "H", "H", "H", "H", "H", "H", "H", "H", "H", "H", "H", "H", "H"], "coordinates": [[1.9532, -0.6360, 1.0681], [-0.2783, -0.4494, 1.0425], [2.8624, 1.3942, 0.8326], [2.1921, -0.7843, -0.5266], [1.7811, -1.9594, 0.1034], [-2.7734, 1.4641, -1.0664], [-4.3922, 0.7011, -0.4238], [-3.2346, 3.2748, -0.9412], [-3.1428, 1.1699, -2.9011], [-4.1613, 0.1849, 0.9965], [-4.5227, -0.1693, -1.0891], [-5.6836, 1.5270, -0.4712], [-5.6417, 2.4013, 0.1924], [-6.5073, 0.8914, -0.1101], [-5.9624, 1.8614, -1.4764], [-3.2621, -0.4365, 1.0459], [-5.0291, -0.4206, 1.2903], [-4.0610, 1.0076, 1.7164], [-3.4260, 0.1043, -2.9013], [-1.8477, 1.3179, -3.6994], [-4.2797, 1.9583, -3.5587], [-5.2675, 1.6663, -3.1870], [-4.2795, 1.7501, -4.6398], [-4.1607, 3.0444, -3.4491], [-1.0445, 0.7221, -3.2523], [-1.5225, 2.3634, -3.7626], [-2.0241, 0.9565, -4.7206], [-3.2465, 3.7380, 0.5167], [-4.2568, 3.3680, -1.3296], [-2.3242, 4.1711, -1.7853], [-4.0503, 3.2831, 1.1076], [-3.3956, 4.8269, 0.5289], [-2.2860, 3.5259, 1.0055], [-1.2634, 3.9564, -1.5945], [-2.5072, 5.2159, -1.4966], [-2.5125, 4.0900, -2.8627], [4.8853, -1.0458, 3.8087], [5.1200, -1.4125, 2.3415], [3.6776, -2.0593, 1.3969], [4.4232, -2.5706, -0.2008], [5.7831, -3.2687, -0.1683], [3.2878, -3.5892, 2.3255], [4.4285, -4.5696, 2.6032], [4.2222, -0.1787, 3.9188], [5.8588, -0.7736, 4.2414], [4.4835, -1.8831, 4.3940], [5.4675, -0.5265, 1.7886], [5.9084, -2.1765, 2.2687], [3.6708, -3.2000, -0.7012], [4.4860, -1.6365, -0.7832], [5.7352, -4.2859, 0.2310], [6.1420, -3.3433, -1.2014], [6.5389, -2.7142, 0.3978], [2.8599, -3.2329, 3.2758], [2.4708, -4.0888, 1.7812], [5.2953, -4.1023, 3.0883], [4.0435, -5.3344, 3.2900], [4.7703, -5.0881, 1.7021]], "forces_ev_per_a": [[-1.365, -0.502, -1.692], [-0.989, 0.261, 0.213], [0.738, 1.591, 0.291], [-0.165, 0.286, 0.390], [-0.058, -0.469, 0.549], [-1.308, 0.416, -0.591], [0.389, 0.080, 0.010], [-0.187, -0.132, -0.105], [0.245, -0.015, 0.328], [-0.244, -0.238, -0.002], [0.010, 0.150, 0.245], [-0.240, -0.158, 0.065], [-0.020, -0.234, -0.209], [0.141, 0.167, -0.044], [0.116, -0.018, 0.367], [-0.125, 0.104, 0.091], [0.178, 0.055, 0.159], [0.033, -0.156, -0.142], [0.148, 0.207, -0.123], [-0.061, -0.180, -0.253], [-0.061, -0.073, -0.292], [0.292, 0.122, -0.102], [0.004, 0.035, 0.197], [-0.098, -0.319, -0.010], [-0.063, 0.162, -0.096], [-0.014, -0.242, 0.035], [0.184, 0.093, 0.060], [0.201, 0.205, 0.027], [0.195, 0.075, 0.068], [0.134, 0.182, 0.192], [0.271, 0.034, -0.126], [-0.003, -0.181, 0.151], [-0.191, 0.029, -0.037], [-0.179, 0.051, -0.078], [0.103, -0.133, -0.143], [0.105, -0.052, 0.308], [0.144, 0.066, 0.009], [0.217, -0.014, -0.285], [2.137, -1.239, 0.670], [-0.025, 0.079, -0.067], [0.188, -0.072, -0.356], [-0.372, 0.024, -0.065], [-0.081, -0.285, 0.256], [0.062, -0.231, -0.066], [-0.338, -0.042, 0.019], [0.062, 0.185, -0.137], [-0.051, -0.213, 0.108], [-0.157, 0.304, 0.098], [0.186, 0.207, 0.121], [0.008, -0.314, 0.120], [-0.001, 0.292, -0.108], [0.044, -0.035, 0.192], [-0.179, -0.077, -0.158], [0.025, -0.164, -0.231], [0.194, 0.150, 0.206], [-0.234, -0.071, -0.149], [0.191, 0.095, -0.123], [-0.138, 0.152, 0.245]]}